[1]
{
  "formula": "C4H7N2",
  "method": "wB97M-V/def2-TZVPD",
  "species": ["N", "C", "C", "C", "C", "N", "H", "H", "H", "H", "H", "H", "H"],
  "positions_angstrom": [[0.625, -0.572, -1.895], [0.160, 0.450, -1.169], [-1.361, 0.518, -0.682], [-0.414, 0.185, 0.393], [0.031, -0.048, 1.522], [0.659, -0.295, 2.616], [1.613, -0.672, -2.055], [0.048, -1.378, -2.078], [0.725, 1.370, -1.159], [-2.006, -0.273, -1.031], [-1.812, 1.497, -0.627], [0.926, 0.463, 3.231], [0.804, -1.244, 2.933]],
  "mulliken_charge": [-0.360, -0.032, -0.677, 0.018, 0.496, -0.358, 0.234, 0.225, 0.392, 0.262, 0.261, 0.271, 0.268],
  "energy_ha": -265.78487,
  "orbital_gap_ev": 9.46,
  "smiles": "N[C@H]1CC1=C=[NH2+]",
  "lumo_energy_ev": -4.0,
  "total_charge": 1,
  "multiplicity": 1,
  "de_lowest_kcal_mol": 77.6
}

---

[2]
{
  "formula": "C26H30N2O3",
  "method": "wB97M-V/def2-TZVPD",
  "species": ["N", "C", "C", "C", "C", "C", "C", "N", "C", "O", "O", "C", "O", "H", "H", "H", "H", "H", "H", "H", "H", "H", "H", "H", "H", "C", "C", "C", "C", "C", "C", "H", "H", "H", "H", "H", "H", "C", "C", "C", "C", "C", "C", "H", "H", "H", "H", "H", "H", "C", "C", "C", "C", "C", "C", "H", "H", "H", "H", "H", "H"],
  "positions_angstrom": [[0.508, -1.024, -3.439], [0.733, -1.970, -2.341], [1.897, -1.506, -1.483], [2.150, -2.430, -0.288], [0.982, -2.506, 0.637], [0.518, -1.636, 1.531], [1.081, -0.312, 1.929], [0.085, 0.746, 1.763], [-0.709, -2.223, 2.152], [-1.401, -1.818, 3.022], [-0.927, -3.468, 1.575], [0.052, -3.678, 0.627], [0.092, -4.666, -0.037], [0.486, -0.077, -3.076], [-0.396, -1.185, -3.867], [-0.169, -2.103, -1.725], [0.972, -2.941, -2.783], [1.711, -0.479, -1.142], [2.797, -1.473, -2.103], [3.034, -2.105, 0.263], [2.350, -3.437, -0.665], [2.011, -0.141, 1.371], [1.350, -0.355, 2.989], [0.470, 1.618, 2.110], [-0.117, 0.892, 0.779], [0.895, -5.303, -4.367], [1.134, -4.323, -5.321], [1.860, -4.631, -6.463], [2.348, -5.917, -6.650], [2.111, -6.896, -5.694], [1.384, -6.589, -4.552], [0.326, -5.069, -3.475], [0.760, -3.317, -5.176], [2.047, -3.868, -7.208], [2.915, -6.157, -7.541], [2.493, -7.898, -5.839], [1.199, -7.350, -3.805], [-5.272, 2.509, 3.679], [-4.508, 1.354, 3.569], [-3.176, 1.431, 3.185], [-2.615, 2.671, 2.911], [-3.376, 3.827, 3.016], [-4.706, 3.747, 3.404], [-6.309, 2.444, 3.982], [-4.951, 0.389, 3.784], [-2.574, 0.536, 3.096], [-1.577, 2.728, 2.614], [-2.928, 4.790, 2.802], [-5.301, 4.647, 3.493], [1.357, 7.112, 1.580], [1.161, 7.403, 2.923], [0.496, 6.500, 3.740], [0.027, 5.304, 3.216], [0.219, 5.015, 1.871], [0.884, 5.918, 1.053], [1.874, 7.817, 0.942], [1.527, 8.336, 3.332], [0.342, 6.729, 4.787], [-0.497, 4.602, 3.853], [-0.162, 4.091, 1.455], [1.030, 5.694, 0.004]],
  "mulliken_charge": [-0.616, 0.046, -0.752, -1.148, 0.196, 0.823, -0.941, -0.390, 0.374, -0.516, -0.345, 0.315, -0.519, 0.238, 0.255, 0.362, -0.179, 0.444, 0.328, 0.402, 0.383, 0.399, 0.441, 0.178, 0.193, -0.346, -0.138, -0.521, -0.334, -0.359, -0.518, 0.488, 0.312, 0.368, 0.357, 0.359, 0.371, -0.400, -0.357, -0.399, -0.069, -0.343, -0.439, 0.354, 0.404, 0.541, -0.094, 0.405, 0.369, -0.326, -0.403, -0.578, -0.090, -0.106, -0.609, 0.360, 0.363, 0.365, 0.389, 0.291, 0.360],
  "energy_ha": -1343.97830,
  "orbital_gap_ev": 8.46,
  "smiles": "NCCCC1=C(CN)C(=O)OC1=O.c1ccccc1.c1ccccc1.c1ccccc1",
  "lumo_energy_ev": -0.7,
  "total_charge": 0,
  "multiplicity": 1,
  "de_lowest_kcal_mol": 71.5
}

---

[3]
{
  "formula": "C2H13NO4",
  "method": "wB97M-V/def2-TZVPD",
  "species": ["C", "N", "C", "O", "H", "H", "H", "H", "H", "H", "H", "O", "H", "H", "O", "H", "H", "O", "H", "H"],
  "positions_angstrom": [[-0.731, -0.632, -1.155], [-1.132, 0.670, -1.669], [-0.307, 1.709, -1.017], [-1.068, 2.262, 0.163], [0.363, -0.657, -1.238], [-1.250, -1.435, -1.786], [-1.026, -0.791, -0.121], [-2.055, 0.767, -1.898], [0.685, 1.328, -0.740], [-0.073, 2.566, -1.695], [-0.592, 3.020, 0.513], [1.077, -1.229, 1.368], [1.749, -1.580, 1.955], [0.528, -0.588, 1.881], [-0.284, 0.895, 2.529], [-0.941, 1.168, 1.850], [-0.497, 1.482, 3.268], [1.833, -3.373, -0.640], [2.376, -2.960, -1.332], [1.346, -2.623, -0.237]],
  "mulliken_charge": [-0.699, -0.301, -0.258, -0.583, 0.208, 0.282, 0.273, 0.207, 0.269, 0.290, 0.295, -0.580, 0.279, 0.348, -0.683, 0.338, 0.293, -0.653, 0.313, 0.361],
  "energy_ha": -439.67763,
  "orbital_gap_ev": 9.51,
  "smiles": "CNCO.O.O.O",
  "lumo_energy_ev": 0.5,
  "total_charge": 0,
  "multiplicity": 1,
  "de_lowest_kcal_mol": 28.3
}

---

[4]
{
  "formula": "C40H33BiCl3GeN14O5S2",
  "method": "wB97M-V/def2-TZVPD",
  "species": ["Bi", "N", "C", "C", "C", "C", "C", "C", "N", "C", "C", "C", "S", "C", "N", "H", "H", "H", "H", "H", "H", "H", "C", "N", "C", "N", "C", "N", "C", "C", "C", "C", "C", "C", "C", "N", "N", "C", "O", "C", "C", "C", "C", "C", "C", "N", "C", "N", "C", "N", "C", "H", "H", "H", "H", "H", "H", "H", "H", "H", "H", "H", "H", "H", "H", "H", "H", "O", "S", "O", "N", "C", "O", "C", "C", "C", "C", "C", "C", "H", "H", "H", "H", "C", "N", "C", "C", "N", "H", "H", "H", "H", "H", "H", "O", "Cl", "Ge", "Cl", "Cl"],
  "positions_angstrom": [[-1.713, -0.382, -0.359], [-0.595, -2.393, -4.687], [-1.837, -2.995, -4.600], [-2.494, -3.908, -5.417], [-3.739, -4.326, -4.994], [-4.305, -3.859, -3.797], [-3.645, -2.953, -2.994], [-2.395, -2.509, -3.417], [-1.508, -1.625, -2.814], [-0.453, -1.603, -3.581], [0.797, -0.886, -3.308], [1.790, -0.662, -4.213], [3.108, 0.116, -3.456], [2.237, 0.098, -1.977], [1.062, -0.438, -2.037], [0.128, -2.621, -5.345], [-2.052, -4.280, -6.333], [-4.291, -5.039, -5.593], [-5.278, -4.221, -3.497], [-4.085, -2.618, -2.063], [1.807, -0.898, -5.264], [2.655, 0.519, -1.073], [-0.214, 5.309, 1.066], [-0.824, 3.999, 1.158], [-0.781, 3.003, 0.272], [-1.485, 1.986, 0.724], [-1.963, 2.428, 1.916], [-1.584, 3.647, 2.218], [1.143, 5.435, 1.718], [1.501, 6.660, 2.266], [2.781, 6.866, 2.762], [3.714, 5.846, 2.718], [3.354, 4.610, 2.189], [2.070, 4.402, 1.697], [4.368, 3.556, 2.130], [5.648, 3.689, 2.137], [6.179, 2.410, 2.078], [5.179, 1.600, 2.036], [3.987, 2.255, 2.059], [5.183, 0.138, 2.008], [6.334, -0.551, 1.641], [6.323, -1.936, 1.649], [5.178, -2.630, 2.021], [4.032, -1.944, 2.400], [2.797, -2.700, 2.839], [1.603, -1.899, 2.643], [1.006, -1.608, 1.490], [0.068, -0.696, 1.688], [0.157, -0.450, 3.024], [1.086, -1.145, 3.636], [4.040, -0.555, 2.388], [-0.912, 6.020, 1.504], [-0.131, 5.539, 0.001], [-0.263, 3.049, -0.673], [-2.616, 1.833, 2.533], [0.775, 7.463, 2.301], [3.047, 7.824, 3.187], [4.719, 5.987, 3.092], [1.805, 3.433, 1.290], [7.218, 0.002, 1.355], [7.209, -2.483, 1.355], [5.176, -3.714, 2.012], [2.835, -2.936, 3.902], [2.675, -3.636, 2.294], [1.253, -2.083, 0.553], [-0.473, 0.253, 3.544], [3.162, -0.001, 2.694], [1.279, -5.593, 2.052], [-0.027, -5.698, 1.445], [-0.470, -6.995, 1.028], [-0.157, -4.597, 0.250], [-0.968, -3.619, 0.570], [-1.143, -2.612, -0.175], [-1.616, -3.766, 1.923], [-2.457, -2.967, 2.644], [-2.955, -3.285, 3.881], [-2.543, -4.493, 4.452], [-1.653, -5.330, 3.784], [-1.208, -4.941, 2.539], [-2.456, -1.087, 1.981], [-3.633, -2.626, 4.408], [-2.919, -4.775, 5.427], [-1.321, -6.259, 4.227], [-3.202, 2.809, -5.233], [-2.980, 3.126, -3.830], [-3.557, 4.345, -3.282], [-2.124, 2.431, -3.123], [-1.367, 1.813, -2.495], [-4.273, 2.831, -5.433], [-2.840, 1.805, -5.435], [-2.694, 3.528, -5.881], [-4.622, 4.367, -3.514], [-3.075, 5.231, -3.704], [-3.452, 4.338, -2.201], [-2.984, -0.628, 1.310], [-6.061, -0.969, -0.676], [-4.360, 0.197, -1.385], [-4.846, 0.375, -3.534], [-4.872, 2.253, -0.713]],
  "mulliken_charge": [3.100, 0.015, 0.371, -1.119, -0.459, -0.886, -0.710, 0.263, 0.816, 0.072, -0.570, -0.649, -0.181, -0.485, 0.272, 0.259, 0.422, 0.396, 0.455, 0.356, 0.428, 0.581, -1.323, 1.082, -0.811, 0.188, -0.875, -1.049, 1.110, -0.855, -0.663, -1.023, 0.082, -0.135, 0.500, -0.483, -0.504, 0.368, -0.127, 0.091, -0.942, -0.666, -0.744, 0.727, -1.215, 1.266, -1.139, 0.296, -0.892, -0.899, -0.026, 0.460, 0.280, 0.708, 0.637, 0.400, 0.405, 0.505, 0.623, 0.519, 0.402, 0.496, 0.290, 0.340, 0.512, 0.620, 0.819, -0.668, 1.150, -0.697, -0.512, -0.049, -0.450, 1.413, 0.095, -1.044, -0.291, -0.773, -0.236, -0.158, 0.509, 0.403, 0.456, -0.995, 0.264, -0.889, 0.142, -0.433, 0.340, 0.281, 0.341, 0.310, 0.317, 0.217, -0.750, -0.370, 0.791, -0.400, -0.411],
  "energy_ha": -7155.47574,
  "orbital_gap_ev": [8.10, 7.69],
  "lumo_energy_ev": [-0.2, -0.6],
  "total_charge": 0,
  "multiplicity": 2,
  "de_lowest_kcal_mol": 18.7
}